(1)
ORCA calculation (wB97M-V/def2-TZVPD) on 9 unconnected molecules or ions with the total composition C29H73N9O9 in a non-equilibrium geometry.

Structure (XYZ):
```
120
Properties=species:S:1:pos:R:3
C -1.53141 -0.89593 4.88940
C -1.54041 0.23007 5.88340
C -2.73141 1.13707 5.77140
O -2.91441 1.66307 4.41640
C -4.09941 2.47507 4.48340
N -1.14341 -0.12893 7.24640
H -1.94941 -0.61893 7.72340
H -0.38941 -0.80593 7.20540
H -0.95941 0.83107 7.76340
H -1.60541 -0.41493 3.82840
H -2.47141 -1.59293 5.02740
H -0.75341 -1.65393 4.73740
H -0.64741 0.68907 5.49540
H -2.40741 2.04707 6.31940
H -3.65041 0.77707 6.04340
H -4.05441 3.25307 3.72840
H -4.29441 3.02207 5.30440
H -4.98641 1.82907 4.48940
C 0.83859 -1.26593 1.41140
C 1.22159 -0.12593 0.52040
C 1.26259 1.26107 1.28440
O 0.08059 1.44607 1.95840
C -1.09841 1.77007 1.26240
N 2.50859 -0.23193 -0.20260
H 3.17959 -0.39793 0.50140
H 2.35659 -1.03793 -0.97460
H 2.40859 0.68007 -0.57460
H 0.04159 -0.93593 1.99740
H 1.65459 -1.58493 2.05340
H 0.49359 -2.16193 0.81340
H 0.44959 -0.15493 -0.14960
H 1.47759 2.14707 0.49040
H 1.97759 1.43607 2.02540
H -1.29841 0.88807 0.70640
H -0.86241 2.74007 0.83340
H -1.94841 2.01707 1.84040
C 4.66459 1.32607 2.47240
C 4.36159 -0.19493 2.47740
O 3.95359 -0.59693 3.59540
N 4.44359 -0.91493 1.41740
C 4.35759 -2.29593 1.39940
H 4.46759 1.59007 1.47340
H 5.80659 1.42607 2.55040
H 3.93159 1.92107 3.03740
H 5.02659 -0.42393 0.66540
H 5.06959 -2.71693 0.74640
H 3.47859 -2.60793 0.96840
H 4.33959 -2.96193 2.30940
C 5.47659 -2.81893 -2.10760
C 4.04559 -2.99993 -1.90260
O 3.20559 -2.13893 -2.22260
N 3.67559 -4.20493 -1.40260
C 2.38459 -4.61393 -0.93460
H 5.94459 -2.87693 -1.26560
H 5.70859 -1.82693 -2.61960
H 6.03459 -3.51193 -2.73860
H 4.46159 -4.72493 -0.96860
H 2.04859 -4.34593 0.11540
H 2.28459 -5.67593 -0.85860
H 1.65359 -4.04293 -1.77860
C 0.45459 1.80107 -4.68160
C 1.01059 0.45707 -4.28660
O 1.27859 0.13707 -3.15460
N 1.19059 -0.49993 -5.25160
C 1.59459 -1.89193 -4.91560
H 0.99259 2.57807 -4.27660
H -0.48941 1.98907 -4.22760
H 0.55059 2.15207 -5.79760
H 0.73359 -0.23493 -6.20460
H 1.71559 -2.48793 -5.85660
H 0.87159 -2.30593 -4.33760
H 2.50059 -2.03793 -4.34260
C -6.09141 3.79307 0.23440
C -4.74641 3.51207 -0.46960
O -3.66941 3.28307 0.08640
N -4.76741 3.48207 -1.87360
C -3.56141 3.39607 -2.70560
H -5.99541 3.44507 1.24340
H -7.02041 3.33707 -0.28160
H -6.19941 4.92307 0.05640
H -5.60341 3.58407 -2.27560
H -3.29241 2.47407 -3.16860
H -2.54541 3.75907 -2.25660
H -3.72341 4.02607 -3.56060
C 4.48459 1.47507 -3.29860
C 3.57659 2.24707 -2.45060
O 3.35059 1.98107 -1.29360
N 2.98859 3.33907 -2.88460
C 2.04759 4.29707 -2.17660
H 4.00659 0.75207 -3.56860
H 5.36959 1.05907 -2.45760
H 4.85359 2.17307 -4.05860
H 3.00359 3.46107 -3.88660
H 2.02059 5.24307 -2.49860
H 2.30159 4.25607 -1.11860
H 1.22959 3.73707 -2.17160
C -4.26041 0.13807 0.86040
C -3.99541 -1.07493 1.66240
O -4.53241 -1.20993 2.70040
N -3.29541 -2.00193 1.10640
C -2.93741 -3.33393 1.68440
H -4.41041 0.89907 1.41340
H -5.18741 0.08007 0.31140
H -3.62841 0.34707 0.01540
H -2.82541 -1.91593 0.24640
H -2.87841 -3.96093 1.00440
H -3.65441 -3.59993 2.41240
H -1.95141 -3.41193 2.11340
C -2.08441 -0.21693 -3.09060
C -1.78841 -1.52493 -2.30960
O -1.65041 -1.50793 -1.08360
N -2.11841 -2.70193 -2.92060
C -2.00041 -4.03893 -2.35960
H -3.09241 0.07107 -2.89160
H -1.73841 -0.50693 -4.13360
H -1.53341 0.48207 -2.45760
H -2.43141 -2.55793 -3.92260
H -2.57941 -4.53293 -2.99660
H -2.21141 -4.24893 -1.25860
H -1.07541 -4.45993 -2.51960
```

Results
ΔE to the lowest compared entry with this formula, charge and spin = 0.00 kcal per mole
Charge = +2
Frontier orbital gap = 8.12 eV
HOMO level = -12.7 eV

(2)
ORCA calculation (wB97M-V/def2-TZVPD) on 11 unconnected molecules or ions with the total composition C29H76F3O11.

Structure (XYZ):
```
119
Properties=species:S:1:pos:R:3
C 3.11918 -0.41925 5.10545
C 3.65923 0.50511 3.99662
C 4.78181 -0.23225 3.25264
C 2.60249 0.88980 2.95653
C 1.42704 1.75240 3.42949
C 0.90777 2.57008 2.23754
C 0.26355 0.93695 4.00312
O -0.26251 0.11280 3.00501
C -0.80722 -1.18354 3.42745
C 0.03844 -2.23201 2.82460
F 0.69515 -1.86424 1.66475
F 1.09304 -2.75771 3.62661
F -0.62725 -3.39640 2.48264
H 2.17289 -0.87186 4.83640
H 3.81276 -1.24365 5.26957
H 3.03678 0.10755 6.05401
H 4.11259 1.38780 4.44168
H 4.38028 -1.12997 2.78256
H 5.22218 0.38359 2.47091
H 5.55712 -0.57147 3.93835
H 3.12905 1.46432 2.19205
H 2.24721 -0.02559 2.48727
H 1.77689 2.46351 4.17829
H 0.18287 3.33378 2.50939
H 1.74847 3.08545 1.76693
H 0.49341 1.90888 1.48014
H 0.60318 0.36350 4.86416
H -0.49952 1.65436 4.33784
H -0.71187 -1.29423 4.50797
C -3.35354 2.70929 1.35149
C -3.43162 2.50066 2.85657
O -3.20775 1.15978 3.23658
H -4.08209 2.08055 0.84073
H -3.55450 3.75129 1.08040
H -2.36284 2.43740 0.97981
H -4.42757 2.76407 3.22218
H -2.70488 3.15063 3.36237
H -2.32132 0.91156 2.92587
C 2.44610 -5.20486 0.52700
C 3.47319 -4.99522 1.62394
O 3.59307 -3.61836 1.93497
H 2.72873 -4.64059 -0.36361
H 2.35428 -6.26048 0.25975
H 1.46804 -4.84044 0.84849
H 4.46218 -5.33418 1.31337
H 3.18407 -5.55980 2.51866
H 2.72215 -3.30517 2.20904
C -0.59608 -4.47635 -1.87583
C 0.49801 -4.65930 -2.90932
O 0.51788 -5.99297 -3.42343
H -0.45757 -5.17414 -1.05049
H -0.59456 -3.46137 -1.47573
H -1.57668 -4.67415 -2.31685
H 1.47406 -4.47840 -2.46195
H 0.36824 -3.95920 -3.74306
H -0.33860 -6.15096 -3.82822
C 4.40920 -4.44875 -4.29053
C 5.46091 -4.26261 -3.21158
O 5.64752 -2.89395 -2.86400
H 4.67595 -3.88841 -5.18495
H 4.30650 -5.50358 -4.55269
H 3.43245 -4.08418 -3.96513
H 6.42998 -4.61550 -3.56310
H 5.19914 -4.83488 -2.31413
H 4.81534 -2.55899 -2.51999
C 1.48770 -5.43577 -8.32217
C 2.53897 -5.14653 -7.26597
O 2.64794 -3.75471 -6.98557
H 1.71771 -4.90013 -9.24402
H 1.43503 -6.50371 -8.54044
H 0.50267 -5.10699 -7.98313
H 3.52352 -5.46145 -7.61014
H 2.31189 -5.69246 -6.34402
H 1.79398 -3.45719 -6.65975
C 5.45199 5.33232 5.97008
C 4.22433 5.00539 5.13788
O 3.66678 3.74329 5.47666
H 6.20843 4.55703 5.84705
H 5.88197 6.29198 5.67731
H 5.19683 5.38132 7.03161
H 4.48533 4.94235 4.08265
H 3.46696 5.78991 5.25091
H 3.40579 3.76727 6.40085
C -6.46296 6.01664 0.58013
C -5.29289 5.87198 -0.37591
O -5.23186 4.57427 -0.95479
H -6.39931 5.26778 1.36989
H -6.47799 7.00792 1.03628
H -7.41014 5.86663 0.05626
H -4.35092 6.00700 0.15450
H -5.34568 6.63110 -1.16482
H -6.04450 4.42603 -1.44413
C -3.18283 -1.64027 -3.85975
C -2.09725 -1.84089 -4.89861
O -2.09834 -3.17549 -5.41051
H -3.05219 -2.33916 -3.03333
H -3.16119 -0.62410 -3.46252
H -4.16813 -1.81997 -4.29613
H -1.11457 -1.67732 -4.45859
H -2.22234 -1.13431 -5.72640
H -2.95766 -3.32801 -5.81131
C -2.71622 6.73097 3.79817
C -1.50835 6.52280 2.90070
O -1.36190 5.16528 2.51371
H -2.63844 6.10408 4.68643
H -2.80186 7.77418 4.10927
H -3.63562 6.45127 3.27745
H -0.59213 6.78660 3.42765
H -1.58051 7.16056 2.01096
H -2.15403 4.90042 2.03611
C -7.02412 0.96000 -4.23128
C -5.94560 0.73043 -5.27357
O -5.97272 -0.60880 -5.76878
H -6.89875 0.26710 -3.39957
H -6.98649 1.97956 -3.84523
H -8.01594 0.79125 -4.65841
H -4.95942 0.88044 -4.83845
H -6.06103 1.42922 -6.10907
H -6.83637 -0.75329 -6.16266
```

Results
Charge = -1
Frontier orbital gap = 4.41 eV
HOMO level = -2.6 eV

(3)
ORCA calculation (wB97M-V/def2-TZVPD) on a molecular structure, C29H77F3MnN7O10S in a non-equilibrium geometry.

Structure (XYZ):
```
128
Properties=species:S:1:pos:R:3
Mn -2.88324 -0.17558 -0.46404
C 1.55942 -1.21628 -0.11473
F 1.13015 -1.88311 -1.18425
F 1.69423 -2.06476 0.91103
F 2.73241 -0.66097 -0.36981
S 0.30707 0.10190 0.44589
O 0.64514 1.25240 -0.36102
O -1.02873 -0.44530 0.09269
O 0.44371 0.28777 1.88720
C -4.48705 -6.11604 -2.88879
C -3.51469 -5.15031 -2.20589
C -2.50847 -4.54073 -3.18747
O -1.42649 -3.91910 -2.53850
C -0.37908 -4.72770 -2.05694
N -4.23891 -3.97395 -1.67157
H -5.10613 -6.65672 -2.17121
H -3.96394 -6.93711 -3.38624
H -5.08534 -5.59386 -3.63740
H -3.00670 -5.67951 -1.39829
H -2.96210 -3.84361 -3.89614
H -2.13782 -5.28555 -3.90550
H -0.22331 -4.50948 -1.00193
H 0.58006 -4.54272 -2.55889
H -0.54058 -5.74995 -2.41723
H -4.91674 -4.19068 -0.93718
H -4.91058 -3.82707 -2.42891
C 3.55734 3.35529 0.06425
C 3.61773 3.80174 -1.38957
C 3.08264 5.23768 -1.58512
O 1.82914 5.45947 -1.00216
C 0.74762 4.74290 -1.61497
N 5.06790 3.80246 -1.80801
H 3.61792 4.24354 0.69772
H 4.31192 2.62602 0.34970
H 2.56560 2.96045 0.30183
H 3.05172 3.23836 -2.13847
H 3.11050 5.42245 -2.66705
H 3.81495 5.89911 -1.11851
H 0.80098 3.65872 -1.71474
H 0.61649 5.26395 -2.56755
H -0.03298 5.00687 -0.90285
H 5.50280 3.24404 -1.08464
H 5.21534 3.25980 -2.65161
C -4.13268 -2.65590 2.79232
C -3.07724 -2.28969 1.72896
C -2.00186 -3.36869 1.55441
O -1.30590 -3.71359 2.72358
C -0.74673 -2.64784 3.47418
N -3.79491 -1.88575 0.48196
H -4.52924 -3.66798 2.68464
H -4.86828 -1.85943 2.89841
H -3.65125 -2.75339 3.77017
H -2.63071 -1.34980 2.06558
H -1.28287 -2.87543 0.88717
H -2.43355 -4.27919 1.14294
H -0.43874 -2.96099 4.46782
H -1.53031 -1.90105 3.64180
H 0.07261 -2.17367 2.93416
H -4.81327 -1.91803 0.59442
H -3.85517 -2.79116 -0.01680
C -0.52387 4.12598 1.62941
C -0.38112 3.63436 3.06997
C -1.01016 4.60127 4.12227
O -0.34941 5.82780 4.08152
C 0.83685 5.87880 4.86884
N -0.95213 2.28812 3.14493
H -0.13820 5.12820 1.45314
H -1.54206 4.06078 1.22187
H -0.03371 3.43542 0.93746
H 0.70153 3.60294 3.24437
H -0.95327 4.03296 5.05528
H -2.03234 4.69395 3.75240
H 0.69759 5.24159 5.74847
H 1.04852 6.85136 5.30909
H 1.67735 5.53033 4.26986
H -0.91732 1.91825 4.09630
H -0.27836 1.64344 2.69571
C -4.20752 1.57645 3.30250
C -4.46215 1.43196 1.77016
C -5.18400 2.60178 1.10903
O -4.36375 3.74680 1.12330
C -4.91659 4.82003 0.40085
N -3.10369 1.33489 1.09067
H -3.15910 1.73213 3.54278
H -4.64741 0.69553 3.77204
H -4.74109 2.42154 3.73967
H -4.96962 0.49574 1.53189
H -6.13597 2.86985 1.57188
H -5.35986 2.24830 0.08009
H -4.27618 5.68052 0.63073
H -5.90635 5.17434 0.68962
H -4.72708 4.75170 -0.67488
H -2.43504 1.40920 1.86856
H -2.97987 2.29391 0.73423
C -1.47429 -3.68922 -7.27413
C -0.01397 -3.87718 -6.92361
C 0.49479 -3.28132 -5.60674
O 1.90284 -3.26438 -5.53593
C 2.37155 -2.65103 -4.34916
N 0.24427 -5.32023 -6.90773
H -1.81135 -2.64744 -7.33796
H -2.17561 -4.14602 -6.57241
H -1.71067 -4.05318 -8.27508
H 0.58473 -3.48127 -7.75373
H 0.10908 -3.81742 -4.73540
H 0.13174 -2.24662 -5.67409
H 2.40933 -1.55807 -4.35333
H 3.35651 -3.08923 -4.20167
H 1.71849 -2.91116 -3.50943
H 1.15344 -5.53103 -6.50969
H 0.27691 -5.72333 -7.83653
C 5.44030 -1.44593 2.09312
C 6.38727 -0.27304 2.05332
C 5.75845 0.94939 2.73460
O 6.23926 2.16691 2.16095
C 7.39806 2.69174 2.77751
N 7.60679 -0.70381 2.77144
H 5.12993 -1.56865 3.13697
H 5.80960 -2.43863 1.84266
H 4.53238 -1.15634 1.55625
H 6.75821 0.02035 1.06666
H 5.75735 0.96947 3.83208
H 4.66843 1.00033 2.61826
H 7.79188 3.39803 2.04989
H 8.14894 1.96892 3.10124
H 7.18797 3.20122 3.72716
H 8.10539 -1.40201 2.24023
H 8.20758 0.04664 3.06136
```

Results
ΔE to the lowest compared entry with this formula, charge and spin = 142.86 kcal per mole
Expectation value of S² = 8.75
Charge = +1
Frontier orbital gap (spin up / spin down) = 5.89 / 5.70 eV
HOMO level (spin up / spin down) = -10.3 / -10.3 eV
Multiplicity = 6

(4)
ORCA calculation (wB97M-V/def2-TZVPD) on 12 unconnected molecules or ions with the total composition C29H77IN2O17P2S2 in a non-equilibrium geometry.

Structure (XYZ):
```
130
Properties=species:S:1:pos:R:3
C 3.88621 -0.57618 2.34121
C 3.28377 0.68618 3.05140
O 2.46658 0.51072 3.91807
O 3.68392 2.00388 2.76389
C 2.71211 2.70536 1.94511
C 3.48702 3.29936 0.70206
C 3.24439 4.82982 0.42545
C 1.76751 5.23626 0.01460
C 0.94963 4.13767 -0.78630
C -0.26974 3.68863 0.11557
C -0.94347 2.31762 -0.36506
C -2.50680 2.41887 -0.55788
C -3.40391 1.56895 0.43620
P -4.66324 0.63405 -0.64202
N -5.31996 -0.57112 0.13652
O -3.91208 -0.05483 -1.99955
O -5.86437 1.70492 -1.16568
C -2.76373 0.76820 1.63031
P -2.15308 -1.04284 1.70622
S -2.33638 -1.96060 0.01151
N -2.62418 1.52148 2.69892
C -1.96496 0.80047 3.82190
O -2.72382 0.20521 4.60912
O -0.70499 0.76309 3.99095
C -3.10074 2.88184 2.45143
C -3.52314 3.89523 3.56958
C -3.29790 3.46224 5.05719
C -1.82868 3.60860 5.63304
I -0.29281 4.20062 4.23260
C -4.21716 2.61712 1.34940
S -5.83320 1.96005 2.03121
H 4.36042 -0.34707 1.33308
H 3.10230 -1.38248 2.26550
H 4.66747 -0.99772 3.04258
H 1.86992 2.03565 1.59954
H 2.31004 3.55889 2.55710
H 3.32989 2.64476 -0.20798
H 4.59007 3.19114 0.93713
H 3.46237 5.36340 1.40294
H 4.01348 5.23285 -0.29635
H 1.86777 6.13755 -0.66464
H 1.16839 5.60083 0.89629
H 0.49824 4.66886 -1.67488
H 1.56184 3.30151 -1.20813
H -1.02564 4.53238 0.06676
H 0.09263 3.64416 1.17754
H -0.50303 2.13866 -1.39109
H -0.58023 1.47193 0.27414
H -2.73659 2.17332 -1.63701
H -2.81562 3.50055 -0.43995
H -6.33827 -0.39345 0.16625
H -4.26671 0.38601 -2.80032
H -5.46362 2.59147 -1.27109
H -2.68948 -1.73919 2.83129
H -0.74900 -0.92511 1.97112
H -2.28606 3.43676 1.89634
H -3.05759 4.89240 3.31638
H -4.63243 4.07848 3.45086
H -3.65802 2.41406 5.22053
H -3.96295 4.11934 5.69610
H -1.78043 4.32055 6.49884
H -1.52675 2.59589 6.03235
H -4.54221 3.54934 0.82118
H -6.32221 2.92292 2.89549
C -2.65104 -2.05156 -4.82140
O -3.12600 -2.76441 -3.69105
H -2.42064 -2.76347 -5.61279
H -3.42173 -1.35755 -5.17219
H -1.74459 -1.49970 -4.55512
H -3.32275 -2.11295 -3.00498
C -10.02245 1.15778 1.30482
O -8.91695 0.31753 1.60740
H -9.65359 2.05105 0.80264
H -10.71827 0.63414 0.64420
H -10.53340 1.44730 2.22702
H -9.26502 -0.46452 2.04999
C 6.61076 1.18138 -0.36225
O 6.13982 0.44891 0.76538
H 6.84991 0.48054 -1.15930
H 5.83385 1.87023 -0.70592
H 7.51006 1.73954 -0.09009
H 5.93556 1.09297 1.45570
C 0.61284 -3.22555 3.98586
O 0.19142 -3.75797 2.73151
H 1.55119 -2.69265 3.84145
H -0.13938 -2.53081 4.36827
H 0.76564 -4.03777 4.70156
H -0.63846 -4.22332 2.88434
C 8.51602 -2.65831 -1.52172
O 8.74612 -1.32306 -1.08431
H 8.25338 -2.64288 -2.57793
H 9.42274 -3.25159 -1.38339
H 7.69295 -3.09642 -0.95035
H 8.97616 -1.36516 -0.14970
C -1.08240 -5.45063 -5.10176
O -0.98075 -6.05267 -6.38637
H -0.44615 -4.56674 -5.07610
H -2.11782 -5.15525 -4.91444
H -0.75096 -6.15573 -4.33506
H -1.55197 -6.83085 -6.38345
C -3.86842 -8.24775 -7.54762
O -2.63603 -8.66882 -6.97205
H -4.21165 -7.35707 -7.02378
H -3.72323 -8.01096 -8.60434
H -4.61596 -9.03788 -7.44348
H -2.35149 -9.45550 -7.44947
C -5.06814 7.41495 2.32373
O -5.59290 6.31355 3.05627
H -4.31276 7.04514 1.63134
H -5.86762 7.90087 1.75912
H -4.60898 8.13193 3.00843
H -6.25704 6.66333 3.66083
C 9.04959 -6.40003 -1.71837
O 9.81701 -5.75090 -2.72653
H 8.90347 -5.70980 -0.88861
H 8.07702 -6.68786 -2.12549
H 9.58075 -7.28283 -1.36440
H 9.93039 -6.38147 -3.44557
C 10.22538 -9.40599 0.58860
O 8.94764 -9.00876 0.10590
H 10.98864 -9.01709 -0.08409
H 10.38729 -9.00017 1.59032
H 10.29037 -10.49661 0.61532
H 8.29014 -9.36272 0.71490
C -2.07306 4.30138 -4.02452
O -0.85318 3.86441 -3.43804
H -2.39901 5.20787 -3.51621
H -1.92008 4.51783 -5.08428
H -2.83897 3.52845 -3.91084
H -0.58410 3.06315 -3.90246
```

Results
Frontier orbital gap = 7.07 eV
HOMO level = -8.2 eV